Entry from the Open Molecules 2025 dataset: C25H20F12NNiO3S2 as an isolated structure (ωB97M-V/def2-TZVPD).

## Properties
Electronic energy = -129206.815 eV
⟨S²⟩ = 0.765
Charge = -2
Largest force on an atom = 0.442 eV Å⁻¹
Spin multiplicity = 2

XYZ file:
```
64
Properties=species:S:1:pos:R:3:forces:R:3
Ni 1.494560 -0.606984 0.900656 -0.1051 0.0075 -0.0103
S 0.908217 2.737960 0.442794 0.1562 0.2961 0.0907
S 3.122283 -0.509032 2.359208 0.1670 -0.1818 -0.3227
F -1.181242 -2.545923 -2.661702 0.0441 -0.0337 0.0093
F -2.010296 -2.287227 2.209345 0.0077 0.0109 -0.0005
F 0.084868 -4.069041 -1.809909 0.0228 -0.0036 -0.0289
F -2.886767 1.565441 3.510576 -0.0009 -0.0286 -0.0099
F -3.035855 -1.143030 3.738983 0.0311 -0.0114 -0.0159
F -1.060662 1.006920 4.521142 -0.0458 0.0275 -0.0624
F 2.932757 -2.291148 -3.347745 -0.0360 0.0170 -0.1127
F 3.261194 -1.254175 -1.495418 0.0134 0.1112 0.0533
F 2.769600 -3.359417 -1.489683 -0.0365 0.0429 0.0190
F -1.003016 2.359366 2.838114 -0.0614 -0.0489 0.0272
F 0.495169 -3.325698 -3.790596 -0.0478 0.0028 0.0350
F -0.975158 -1.686560 3.998053 -0.0488 0.0068 -0.0294
O 4.347882 -1.347028 2.616343 -0.1176 0.0950 0.0521
O 0.003944 -0.118900 2.246187 -0.0519 0.0980 0.0273
O 0.688954 -1.822801 -0.578165 0.1457 0.0105 0.2374
N -0.298062 0.713481 -0.668122 0.0747 -0.0411 0.1727
C -1.584958 1.245787 3.290276 0.1353 0.0104 0.0408
C 2.394316 -0.199806 4.001438 0.0283 -0.0849 0.0754
C -1.311132 0.035330 2.322953 -0.0947 -0.0680 -0.0722
C -5.877385 -0.184260 0.310069 -0.0454 0.0286 0.0282
C 2.482515 -2.178097 -2.066158 0.0551 -0.1488 0.0271
C -2.508621 0.230965 -1.382797 0.0113 0.0052 0.0256
C -4.403336 0.003599 0.076638 0.0571 -0.0085 -0.0243
C 3.729260 1.189193 2.234955 -0.0113 0.0466 -0.0412
C 0.651098 0.724739 -4.777830 -0.0039 0.0434 -0.0246
C 0.962493 0.741077 -6.252543 0.0010 -0.0012 -0.0143
C -1.582473 0.397586 -0.313610 0.0286 -0.0126 0.0731
C -3.504273 0.079850 1.121506 0.0356 0.0046 0.0461
C -2.115597 0.220778 0.998841 -0.0708 -0.0091 0.0313
C 0.099969 0.641136 -2.035245 0.0293 0.0036 0.1028
C 4.042197 1.606251 3.661778 0.0194 -0.0685 0.0292
C 0.096908 -2.947978 -2.537192 -0.0027 0.0562 0.0148
C 0.659966 -0.489326 -2.645476 -0.0293 0.0168 -0.1127
C -3.854866 0.044512 -1.200178 -0.0321 -0.0124 -0.0188
C 2.793755 1.207222 4.452229 -0.0549 0.0305 -0.0183
C 0.965151 -1.815331 -1.867595 -0.1429 0.0433 -0.1822
C -1.850172 -1.270128 3.064768 0.0237 0.0332 0.0063
C 0.892870 -0.414004 -4.024620 0.0562 0.0294 0.0995
C 0.152825 1.853752 -4.135891 0.0208 -0.0833 0.0850
C 0.850898 1.117566 0.198730 -0.2578 -0.2547 -0.2524
C -0.112802 1.802537 -2.781419 0.0763 -0.0721 -0.0932
H 2.955775 1.244582 5.532042 0.0065 0.0047 0.0110
H 1.319641 -0.335142 3.897566 -0.0451 0.0320 0.0334
H 2.021172 0.950258 -6.429788 -0.0024 -0.0006 0.0005
H 1.979864 1.895879 4.212943 0.0072 0.0049 -0.0210
H 1.276080 -1.283204 -4.537029 0.0374 -0.0187 -0.0238
H 4.254799 2.675256 3.736104 -0.0199 0.0148 -0.0070
H -6.473434 0.571636 -0.210815 0.0047 0.0037 -0.0095
H 0.738839 -0.221903 -6.714719 0.0038 -0.0082 0.0097
H 4.913557 1.053967 4.025504 0.0113 0.0155 0.0005
H 0.383649 1.508297 -6.770123 -0.0040 0.0059 0.0053
H 2.829702 -0.989905 4.614506 0.0237 0.0313 0.0098
H -4.489060 -0.072081 -2.074899 -0.0079 0.0055 -0.0102
H -3.910518 -0.009888 2.117569 -0.0182 0.0023 0.0081
H -6.109964 -0.109137 1.373631 -0.0012 -0.0039 0.0103
H -2.138288 0.254600 -2.395877 0.0086 0.0038 -0.0028
H 4.573180 1.162770 1.546910 0.0363 0.0013 0.0357
H -6.226394 -1.163127 -0.032639 0.0081 -0.0163 -0.0174
H -0.037930 2.764463 -4.694142 0.0057 0.0043 -0.0211
H -0.510059 2.657624 -2.251059 -0.0125 0.0011 0.0165
H 2.922415 1.785903 1.800626 0.0146 0.0112 0.0095
```
Positions in Å, forces in eV/Å.